Entry from OMol25: a cluster of 2 separate species, C17H26F3IN2O2 in total (ωB97M-V/def2-TZVPD).

Results
- net charge = 0
- electronic energy (eV) = -41377.8252
- frontier orbital gap (eV) = 7.57
- HOMO energy (Ha) = -0.281

The geometry in XYZ format:
```
51
Properties=species:S:1:pos:R:3:forces:R:3
I 4.84769 -1.72568 -3.62114 0.02 0.16 0.16
F -1.81584 1.03957 4.98246 0.13 -0.03 -0.01
F -2.59417 3.05977 4.95724 0.04 -0.04 0.04
F -0.50165 2.71228 5.35148 0.12 -0.06 -0.07
O -0.39494 1.51086 2.65891 0.75 -0.39 -0.68
O -2.37767 2.63526 2.25232 -0.23 0.18 0.46
N 0.41910 0.71546 0.04358 0.24 0.57 0.40
N -2.75472 -2.82490 -1.27212 0.13 0.02 -0.15
C -1.63151 -1.31519 -2.74853 0.77 0.29 -0.10
C -0.47884 -2.18912 -0.88872 0.42 0.36 -0.11
C -1.19389 2.46153 3.09027 0.23 -0.05 -0.68
C -1.62722 -2.88254 -0.58913 -0.16 -0.76 1.05
C -0.47430 -1.36409 -1.99079 0.81 0.28 -0.50
C 0.71501 -0.50423 -2.43070 -0.71 0.45 1.16
C -2.70989 -2.04484 -2.34666 -1.35 -0.03 -0.55
C 4.79649 -0.80392 -0.67895 -0.18 0.40 -0.32
C 1.94543 -0.56619 -1.50036 0.24 -0.25 -0.23
C 0.24030 0.97545 -2.46337 0.66 -0.20 -0.32
C 4.18544 -1.86092 -1.58335 -0.44 -0.39 0.74
C 0.21417 1.65058 -1.07601 -0.66 0.42 -1.06
C -4.11706 1.04070 3.00426 0.11 -0.29 0.12
C -3.15237 1.50403 1.92245 -0.24 0.13 -0.28
C 2.64422 -1.94415 -1.51431 0.21 0.44 -0.52
C 1.67424 -0.05420 -0.06774 0.47 -0.37 -0.36
C -1.53574 2.29475 4.59440 -0.49 0.10 -0.07
H 4.44168 -0.97023 0.34192 0.26 -0.12 0.07
H 1.68885 -0.88516 0.63457 -0.40 0.16 0.18
H 2.46879 0.61560 0.25749 -0.01 0.07 -0.06
H 2.67000 0.12900 -1.93468 -0.13 0.03 -0.20
H -0.79247 3.49519 3.06345 0.03 -0.01 -0.05
H -3.61802 -1.96996 -2.93983 -0.05 -0.17 0.13
H -1.61169 -3.52559 0.28756 -0.18 0.00 -0.05
H 5.88221 -0.81262 -0.73153 0.02 -0.17 0.21
H -3.75242 1.82324 1.06349 0.09 0.06 -0.03
H 2.29206 -2.46391 -2.40561 0.01 -0.24 0.13
H -1.64018 -0.70083 -3.63705 -0.31 -0.06 -0.11
H -0.72729 1.06135 -2.94912 -0.04 -0.02 0.08
H -0.41396 0.13353 0.14886 0.14 -0.11 0.16
H -2.52680 0.67355 1.56859 0.12 -0.02 0.20
H -3.61277 0.45323 3.76704 -0.01 0.04 0.04
H 4.53774 -2.81987 -1.20793 0.25 -0.10 -0.45
H 0.94444 1.53087 -3.08631 -0.02 0.01 -0.02
H 0.39437 -2.27562 -0.26446 -0.07 -0.21 0.13
H -4.88991 0.40186 2.56906 -0.01 0.07 -0.06
H 4.49359 0.21148 -0.94479 -0.01 -0.04 -0.14
H -0.75268 2.13265 -0.94248 -0.01 -0.08 0.33
H 0.94012 2.46032 -1.06155 0.28 -0.23 0.46
H 2.38385 -2.57293 -0.65983 -0.03 0.16 0.10
H -4.59116 1.89238 3.49066 -0.02 0.04 -0.08
H 0.46773 1.28221 0.92158 -0.88 -0.09 0.92
H 1.00166 -0.82002 -3.43462 0.10 0.08 0.01
```
Forces are in eV/Å.

=====

Entry from OMol25: a cluster of 10 separate species, C30H70B5F20N5O2 in total (ωB97M-V/def2-TZVPD).

Results
- net charge = 0
- electronic energy (eV) = -101546.9973
- frontier orbital gap (eV) = 7.00
- HOMO energy (Ha) = -0.332

The geometry in XYZ format:
```
132
Properties=species:S:1:pos:R:3:forces:R:3
F -4.49058 -1.88406 0.81203 -0.47 0.37 -2.11
F -1.79554 2.32006 -0.47224 -0.62 -0.51 -2.37
F 2.29694 -1.17101 5.63177 0.42 -0.09 -0.37
F -3.53344 -1.22215 2.68979 0.94 2.86 1.39
F 3.26301 -3.18086 5.03382 -0.41 -1.74 0.37
F 4.08575 3.34620 -1.71286 -0.70 0.97 -3.28
F -5.27137 -2.61805 2.76445 -0.72 -0.67 0.52
F 1.34662 0.31971 -1.88658 0.83 -0.44 1.18
F 4.45859 -1.36928 4.84487 2.29 1.51 0.46
F 3.23364 2.29241 0.01256 -1.81 -1.58 1.29
F -3.15282 -3.23086 2.04181 0.33 -1.57 -0.44
F 4.14478 4.29240 0.27626 -0.04 2.68 1.98
F -0.68735 2.22447 1.37377 1.64 -0.82 1.39
F 5.45172 2.51872 -0.26018 1.16 -0.49 1.06
F 1.17227 0.07336 -4.13135 0.89 -0.07 -1.33
F 2.79888 -1.68107 3.44559 -0.88 0.24 -1.65
F -1.78014 4.11655 0.87855 0.54 3.50 -0.21
F -2.88966 2.39211 1.43541 -3.64 -1.95 2.03
F 0.07931 -1.34237 -2.82979 -0.84 -1.75 0.49
F -0.52597 0.87543 -2.93098 -1.28 0.00 -0.06
O -0.16930 -2.41172 1.42264 -1.44 3.72 -1.06
O -1.18775 -5.25863 -1.78338 -1.30 -0.64 -2.56
N -4.48611 3.03090 -4.09423 -0.04 -0.78 -1.03
N -2.50655 -5.20478 -3.78542 1.54 1.60 0.49
N -1.67115 -0.55843 0.88524 1.04 0.24 -2.01
N 3.93282 -4.61157 0.71470 -0.06 0.89 -0.42
N 2.97716 4.07765 3.98499 0.31 -0.45 0.12
C 3.04635 1.66382 3.79034 -0.81 -0.84 -0.80
C 3.42622 5.34728 3.28345 -0.84 -0.24 0.94
C 0.39946 3.95575 3.57258 0.33 -1.30 0.24
C -4.43441 4.52414 -3.61490 0.18 -0.41 1.04
C 0.90542 -0.20003 1.41746 -1.61 -1.47 -0.17
C 5.23464 -5.20993 1.23833 -0.67 0.54 0.48
C 2.80743 -4.54362 1.79370 0.32 -0.64 -0.31
C 1.91471 -5.65435 -0.16253 0.04 -0.13 -0.34
C 4.18216 -3.16409 0.13320 1.27 -1.85 0.17
C -4.44227 4.46371 -2.03437 0.18 0.38 -1.72
C -2.17287 -3.65473 -3.87997 -1.50 -0.15 -0.24
C -0.31210 -1.19529 1.24594 2.39 -3.14 1.05
C -5.80408 2.72703 -4.91879 1.08 -1.18 -0.31
C -5.15712 3.18488 -1.76974 0.42 -1.34 1.16
C -1.52425 -7.36734 -2.80250 0.10 0.09 0.14
C -5.95064 3.31281 -6.35906 -0.64 -0.16 1.40
C -7.10257 2.59873 -7.17689 0.74 0.89 0.24
C -4.54637 2.17408 -2.77504 -0.53 1.41 -0.03
C 1.52941 4.27805 4.60271 -0.64 -1.73 -1.38
C 3.37825 -5.51729 -0.38588 1.17 -0.56 -0.26
C 3.92647 3.55271 5.09446 -0.18 -0.59 -0.16
C -3.21802 2.64641 -4.91708 -0.33 0.56 0.96
C 3.77769 1.95815 5.07415 0.60 1.29 0.56
C 4.98832 -0.81207 0.85456 -0.37 0.07 0.92
C -1.03233 3.88225 4.19135 1.38 1.88 -0.67
C -2.18375 -0.85186 -0.53933 1.20 0.17 0.31
C 1.86766 -5.65091 1.33524 -1.64 0.00 0.64
C 4.97594 -2.32699 1.13997 -0.37 0.73 -0.97
C -1.64039 -5.88926 -2.70792 1.35 0.98 2.27
C 3.12131 2.86880 2.90934 -0.14 1.09 1.29
B 0.54723 -0.04320 -2.92059 -0.10 1.72 -0.63
B -1.80408 2.79337 0.81715 1.50 -0.22 -1.10
B 3.20339 -1.83881 4.75432 -1.27 0.01 0.92
B -4.13952 -2.26647 2.07723 -0.34 -1.04 0.47
B 4.19969 3.14360 -0.40552 1.43 -1.62 -0.70
H -6.83669 1.56180 -7.38225 -0.01 -0.04 0.24
H 5.35902 -0.45540 -0.10641 0.05 -0.43 -0.07
H -3.52261 1.90744 -2.51248 0.11 0.30 0.10
H 2.35730 -3.55090 1.79583 0.09 -0.03 -0.15
H -6.09532 4.36843 -6.12919 -0.29 0.26 -1.03
H -5.80832 1.64939 -5.08239 0.38 -0.22 0.40
H -0.68315 -7.59986 -2.14937 -0.26 -0.29 0.00
H 2.37640 2.97697 2.12098 0.20 0.02 0.14
H 0.45327 2.89420 3.33107 0.95 0.08 -0.50
H -4.90735 2.89090 -0.75028 0.07 -0.40 0.04
H 3.27950 1.51634 5.93711 -0.29 0.41 0.00
H 4.02493 -0.32843 1.01602 -0.07 -0.12 -0.08
H 3.25125 6.16259 3.98542 0.11 0.10 -0.05
H 6.03305 -2.57923 1.05631 -0.05 -0.59 0.11
H 5.98927 -5.21942 0.45186 -0.18 0.07 -0.02
H -1.50020 0.43696 0.87735 0.61 0.90 -0.15
H -4.91908 5.33308 -1.58166 -0.03 -0.01 -0.21
H 1.38559 3.50213 5.35462 0.55 0.09 0.26
H 1.99855 1.41713 3.96170 -0.02 -0.07 0.28
H 1.81999 -0.70881 1.72210 -0.52 -0.61 0.04
H -2.59769 -3.21563 -4.78265 0.08 -0.72 -0.40
H 1.51113 -6.56120 -0.61292 0.19 -0.22 0.11
H 4.94610 3.87570 4.88442 -0.04 -0.23 -0.73
H -3.15133 3.27057 -5.80819 -0.05 -0.02 0.24
H 4.47594 5.33267 2.99023 -0.24 -0.41 -0.08
H 4.84593 -3.42315 -0.69166 -0.03 0.38 -0.32
H 1.31527 -4.85452 -0.59731 0.22 0.35 0.16
H 5.57560 -4.63165 2.09706 -0.02 0.20 -0.29
H -5.02713 3.17539 -6.92150 -0.01 0.10 0.14
H 4.76931 1.50884 5.12809 0.07 0.12 -0.35
H 3.44689 0.80682 3.24886 0.10 -0.05 0.14
H 1.37216 5.24401 5.08259 0.73 0.19 -0.26
H 3.24831 -4.72003 2.77482 -0.04 0.13 -0.07
H -3.42079 4.40968 -1.65784 0.05 -0.03 -0.05
H 3.77717 4.02851 6.06370 -0.85 -0.03 -0.08
H -1.78735 3.66726 3.43515 0.28 -0.41 0.09
H -6.63006 2.89203 -4.22696 -0.01 0.56 -0.22
H 3.65124 -5.27005 -1.41176 0.33 0.74 0.28
H -2.38367 -5.74224 -4.63167 0.19 0.15 -0.61
H -8.10861 2.65152 -6.76071 0.22 -0.03 0.44
H 4.63577 -2.53026 2.15538 -0.09 0.29 0.05
H -6.24226 3.28466 -1.74479 -0.08 -0.16 -0.64
H -1.38263 -7.85026 -3.76937 -0.18 0.36 -0.10
H 0.56823 4.49965 2.64318 -0.65 0.21 0.06
H -2.96953 -0.13256 -0.77010 -0.16 -0.36 0.43
H -2.80913 -3.20559 -3.11737 0.74 -0.08 0.49
H -5.31461 5.02641 -4.01625 0.07 -0.11 0.01
H 3.89424 -6.45388 -0.17461 -0.34 -0.29 -0.17
H -1.11823 -3.38190 -3.84259 -0.02 -0.53 0.51
H -2.46161 -7.68705 -2.34726 0.00 -0.60 0.06
H 5.65239 -0.43852 1.63403 0.03 0.42 -0.14
H -2.45968 -1.90213 -0.63371 -0.18 0.31 0.32
H 1.12411 0.25297 0.45048 -0.41 0.91 0.23
H 2.75641 5.46431 2.43153 0.36 0.03 -0.11
H -3.12974 1.59254 -5.18103 -0.82 -0.04 0.07
H 4.13218 2.96149 2.51228 -0.15 0.47 -0.15
H -1.22995 4.90805 4.50246 -0.56 -0.16 0.84
H 0.80815 -5.50344 1.54454 0.16 0.39 0.91
H -3.47313 -5.32991 -3.52052 -0.54 0.16 0.23
H -1.36604 -0.60936 -1.21804 0.03 -0.12 0.12
H -0.95891 3.13685 4.98324 -0.56 0.27 0.14
H -2.44134 -0.59405 1.53765 -0.63 -1.29 1.28
H 5.07304 -6.21431 1.62975 -0.32 -0.04 -0.34
H -3.52546 5.03014 -3.94028 -0.11 -0.37 -0.44
H 2.13113 -6.61400 1.77243 0.22 -0.07 -0.14
H 0.58465 0.38371 2.28028 0.23 0.86 -0.52
H -2.36439 2.79408 -4.25556 0.02 0.36 -0.02
H -7.19276 3.07695 -8.15222 0.18 0.10 -0.01
H -5.10073 1.24648 -2.91766 -0.15 0.26 -0.30
H 3.23536 -2.85576 -0.31020 -0.05 0.43 0.59
```
Forces are in eV/Å.

=====

Entry from OMol25: a structure of composition C4H5OSn (ωB97M-V/def2-TZVPD).

Results
- net charge = +2
- electronic energy (eV) = -12082.9676
- 2S+1 = 2
- frontier orbital gap (spin up / spin down) (eV) = 7.58 / 8.02
- HOMO energy (spin up / spin down) (Ha) = -0.673 / -0.715

The geometry in XYZ format:
```
11
Properties=species:S:1:pos:R:3:forces:R:3
Sn 2.22709 1.93398 -1.68287 4.11 5.96 0.21
O 1.27083 0.46134 -1.86546 -2.67 -3.72 -1.79
C 0.48316 -0.58468 0.01094 -1.29 1.60 0.33
C -1.14471 0.07848 1.79657 -0.77 -0.13 1.89
C -0.76682 -0.41337 0.59792 1.00 0.93 -5.67
C 0.31899 -0.27732 -1.41131 1.98 -3.55 2.55
H -1.26373 -0.05030 -0.59489 -1.16 -1.51 3.24
H 1.42413 -0.48949 0.55397 0.13 -0.65 -0.21
H -0.42785 0.58974 2.44344 -0.17 -0.24 -0.02
H 0.02259 -1.13148 -2.03787 -1.22 0.85 -0.33
H -2.14368 -0.11690 2.18957 0.04 0.47 -0.21
```
Forces are in eV/Å.